Entry 1:
{
  "formula": "C6H12NOS",
  "method": "the ωB97M-V functional and the def2-TZVPD basis",
  "species": ["O", "H", "H", "H", "H", "C", "H", "N", "C", "H", "H", "H", "H", "C", "C", "C", "C", "S", "H", "H", "H"],
  "positions_angstrom": [[-0.374, 0.617, -1.743], [-0.231, -2.101, -0.669], [0.209, 0.131, 1.939], [0.779, -1.558, 1.858], [-0.809, 2.896, -0.388], [0.473, -1.449, -0.999], [0.735, 3.804, -0.405], [0.483, -0.374, 0.069], [-0.552, 0.593, -0.375], [1.405, -1.796, -1.055], [1.076, -0.400, -2.779], [-1.567, -2.195, 0.767], [-0.673, -1.152, -2.846], [0.075, -0.662, -2.203], [-0.102, 3.430, 0.212], [-1.361, -1.276, 1.350], [0.166, -0.785, 1.426], [-2.132, 0.064, 0.324], [-0.092, 3.371, 1.305], [-1.762, -1.217, 2.300], [1.359, 0.156, 0.095]],
  "atomic_forces_ev_per_a": [[-0.9, 0.2, 0.8], [-1.8, -2.3, 0.6], [0.0, 0.9, 1.4], [0.6, -0.1, -0.2], [-1.2, 0.5, 0.1], [-1.4, 3.5, 0.6], [-0.3, -0.1, 0.9], [0.8, 0.1, 0.0], [0.3, 1.4, -0.6], [3.5, -1.9, -0.3], [-2.3, -0.8, 0.6], [0.4, 0.2, 1.1], [0.4, 0.3, 0.2], [2.3, 0.9, -2.4], [1.0, -2.1, -0.7], [1.8, 1.4, -2.6], [-2.6, -1.9, -0.3], [0.5, 0.0, 0.0], [-0.1, 0.3, -0.6], [-1.0, -0.4, 1.8], [0.0, -0.3, -0.3]],
  "mulliken_charge": [-0.279, 0.238, 0.417, 0.365, 0.290, -0.634, 0.293, -0.193, 0.029, 0.470, 0.270, 0.363, 0.315, -0.270, -0.436, -0.699, -0.612, -0.054, 0.295, 0.443, 0.389],
  "homo_lumo_gap_ev": 6.0,
  "e_lumo_ev": -5.5,
  "e_homo_ev": -11.494,
  "energy_ev": -20776.8727,
  "charge": 1,
  "relative_energy_kcal_mol": 129.1
}


Entry 2:
{
  "formula": "C6H12NOS",
  "method": "the ωB97M-V functional and the def2-TZVPD basis",
  "species": ["H", "H", "C", "H", "H", "C", "H", "H", "H", "C", "N", "H", "C", "C", "H", "S", "H", "H", "O", "H", "C"],
  "positions_angstrom": [[3.600, -0.517, -0.967], [-3.275, 0.204, 1.041], [-2.773, -0.590, 0.476], [-1.565, 3.209, -0.931], [-0.984, -0.741, -0.983], [-1.468, -0.069, -0.229], [-2.638, -1.566, 1.068], [0.265, -0.954, 0.950], [-3.712, -0.714, -0.232], [-0.225, 0.002, 0.990], [-1.844, 1.193, -0.721], [2.392, -0.921, 0.367], [-1.241, 2.239, -0.516], [2.908, -0.153, -0.167], [3.421, 0.349, 0.545], [0.887, 1.368, 0.810], [0.982, 0.204, -1.329], [-0.768, 0.032, 1.966], [-0.069, 2.434, 0.164], [2.260, 1.598, -1.229], [1.798, 0.805, -0.665]],
  "atomic_forces_ev_per_a": [[-0.9, 0.3, 0.7], [1.0, 0.0, 0.7], [-1.4, -1.6, -0.9], [0.2, -0.5, 0.4], [-1.1, 0.6, 0.3], [0.9, -0.9, 2.5], [-0.2, 1.6, -0.8], [0.6, -0.2, 0.0], [2.4, -0.3, 0.6], [-3.1, -0.5, -0.3], [-0.4, -0.5, -1.1], [0.2, -1.2, 0.0], [-0.5, 1.4, -1.1], [-1.8, -0.7, -2.3], [2.2, 1.6, 2.1], [0.2, -1.0, -1.0], [2.0, 1.7, 1.4], [0.7, 0.4, -0.6], [0.7, 1.7, 0.8], [-0.4, 0.7, 0.1], [-1.2, -2.7, -1.3]],
  "mulliken_charge": [0.341, 0.392, -1.306, 0.395, 0.366, 0.236, 0.324, 0.448, 0.339, -0.881, -0.386, 0.349, 0.153, -1.212, 0.440, 0.414, 0.225, 0.461, -0.273, 0.472, -0.297],
  "homo_lumo_gap_ev": 10.1,
  "e_lumo_ev": -4.1,
  "e_homo_ev": -14.183,
  "energy_ev": -20779.7734,
  "charge": 1,
  "relative_energy_kcal_mol": 62.2
}


Entry 3:
{
  "formula": "C6H12NOS",
  "method": "the ωB97M-V functional and the def2-TZVPD basis",
  "species": ["H", "H", "C", "H", "H", "H", "C", "H", "H", "H", "H", "O", "H", "S", "C", "C", "H", "C", "H", "C", "N"],
  "positions_angstrom": [[0.821, -2.123, 1.261], [1.546, 0.921, 1.642], [0.803, 1.593, 1.099], [0.021, 1.785, 1.818], [0.137, -0.731, 2.282], [0.697, -2.217, -0.864], [0.626, 1.228, -1.451], [1.544, 0.753, -1.638], [-0.926, -1.933, 1.608], [-0.872, -1.860, -1.273], [0.903, 2.315, -1.599], [-2.734, -1.130, 0.279], [-0.112, 1.010, -2.251], [-1.750, 1.399, -0.093], [-0.331, -0.656, 0.062], [-0.030, -1.348, 1.365], [1.065, 2.650, 0.712], [-1.860, -0.299, 0.074], [0.336, -0.824, -1.777], [0.093, 0.990, -0.148], [0.024, -1.522, -1.108]],
  "atomic_forces_ev_per_a": [[-1.0, 1.3, 0.4], [-0.5, 1.2, -1.3], [-0.4, 1.0, -1.2], [-0.2, 0.0, 0.6], [0.0, -0.2, -1.2], [0.7, -0.7, -0.2], [-0.2, 3.1, -2.6], [1.4, -1.0, -0.2], [0.2, -0.1, -0.1], [-1.9, -1.6, -1.4], [-0.5, -1.0, 0.1], [-3.4, -1.8, 0.7], [0.5, 0.0, 0.2], [0.2, 1.8, 0.1], [-1.6, 3.8, 2.2], [1.4, -1.8, 0.7], [0.6, -1.7, 1.2], [5.3, -0.1, -1.6], [0.1, -0.7, -0.9], [-1.6, -3.4, 3.4], [1.0, 2.0, 1.1]],
  "lowdin_spin": [0.006, 0.003, 0.029, 0.009, 0.000, 0.003, 0.021, 0.002, 0.002, 0.003, 0.001, 0.559, 0.007, 0.787, 0.052, 0.020, 0.001, 0.433, 0.003, 0.031, 0.029],
  "homo_lumo_gap_ev": [6.6, 6.1],
  "e_lumo_ev": [-3.3, -7.6],
  "multiplicity": 3,
  "e_homo_ev": [-9.889, -13.678],
  "energy_ev": -20776.8832,
  "charge": 1,
  "relative_energy_kcal_mol": 1.3
}


Entry 4:
{
  "formula": "C6H12NOS2",
  "method": "the ωB97M-V functional and the def2-TZVPD basis",
  "species": ["H", "H", "S", "C", "H", "C", "H", "H", "H", "H", "H", "H", "C", "H", "H", "S", "C", "C", "C", "O", "H", "N"],
  "positions_angstrom": [[3.515, 2.140, -0.773], [-2.301, -1.413, 0.938], [1.756, 0.874, 0.308], [-2.275, 0.348, -0.533], [-1.644, 1.401, 1.276], [0.685, -0.401, -0.301], [-0.979, -0.227, 2.752], [-0.484, 1.567, -0.278], [0.236, -0.027, -1.262], [0.802, -0.645, 2.165], [-1.839, -1.753, -0.830], [1.407, -1.916, -1.903], [2.548, 1.589, -1.176], [-0.439, -1.822, 2.014], [2.879, 0.671, -1.696], [1.257, -2.108, -0.599], [-1.777, -1.052, 0.030], [-0.334, -0.757, 1.929], [-1.179, 0.986, 0.353], [-3.076, 0.705, -1.317], [1.822, 2.224, -1.677], [-0.581, -0.383, 0.581]],
  "atomic_forces_ev_per_a": [[-2.2, -1.0, -0.9], [-0.3, 0.1, -1.0], [1.2, 0.5, 1.3], [0.6, -1.2, 2.1], [0.8, 0.1, -0.7], [-1.4, -0.1, -1.9], [1.2, -0.9, -1.9], [-0.5, 0.5, 1.2], [0.7, -0.6, 0.5], [-2.1, 0.4, -0.2], [1.2, -0.2, 1.0], [0.0, 0.0, -0.4], [1.5, -0.6, 1.2], [-0.4, -0.5, 0.1], [0.0, 0.9, -0.4], [0.1, 0.3, 0.7], [-2.8, 0.0, -1.4], [2.4, 0.0, 3.9], [-1.2, 1.0, -1.1], [0.0, 0.1, -0.1], [0.5, 0.0, -0.3], [0.8, 1.1, -1.7]],
  "mulliken_charge": [0.345, 0.394, 0.093, 0.539, 0.377, -0.644, 0.323, 0.181, 0.475, 0.255, 0.286, 0.200, -0.782, 0.489, 0.282, -0.100, -0.569, -0.872, -0.374, -0.442, 0.302, 0.243],
  "homo_lumo_gap_ev": 9.7,
  "e_lumo_ev": -3.3,
  "e_homo_ev": -12.986,
  "energy_ev": -31614.9720,
  "charge": 1,
  "smiles": "CS[C@@H](S)[N+]1(C)CC(=O)C1",
  "relative_energy_kcal_mol": 11.2
}